ORCA calculation (the ωB97M-V functional and the def2-TZVPD basis) on C12H10N2O4S in the gas phase at a distorted geometry.

ORCA input file:
```
! wB97M-V def2-TZVPD RIJCOSX def2/J DEFGRID3
* xyz 0 1
O -3.24527 1.04935 1.58238
C -3.32988 -0.14894 1.72750
O -4.42538 -0.79733 1.39143
C -2.14730 -0.97591 2.15372
C -2.28212 -2.01518 3.01997
C -1.24402 -2.79585 3.49096
C -0.02903 -2.81686 2.81000
C 0.17178 -1.73520 1.97367
C -0.81119 -0.87697 1.53035
C -0.54121 0.02791 0.38528
N 0.56443 0.10973 -0.22806
N 0.71662 1.30473 -0.92894
C 1.66913 1.40232 -1.90072
C 1.54128 2.57403 -2.70400
S 2.63583 2.60558 -3.97664
O 1.72406 2.42489 -5.11537
O 3.36261 3.87626 -4.03242
C 3.42595 1.07421 -3.38792
C 2.87521 0.58248 -2.19363
H -4.93987 -0.23676 0.84444
H -3.29397 -2.19711 3.53394
H -1.49698 -3.65870 4.14764
H 0.71962 -3.63719 3.00893
H 1.15725 -1.64620 1.52813
H -1.28396 0.78760 0.13553
H 0.41106 2.17355 -0.43203
H 0.69268 3.24405 -2.59136
H 4.26504 0.68595 -3.95609
H 3.13761 -0.38447 -1.81669
*
```

Calculated values
- SMILES string = O=C(O)c1ccccc1/C=N/NC1=CS(=O)(=O)C=C1
- gap between HOMO and LUMO (eV) = 7.32
- ΔE to the lowest compared entry with this formula, charge and spin (kJ/mol) = 325.9
- total energy (eV) = -34606.86635


ORCA calculation (the ωB97M-V functional and the def2-TZVPD basis) on a molecular structure, C4H4Sn at a distorted geometry.

ORCA input file:
```
! wB97M-V def2-TZVPD RIJCOSX def2/J DEFGRID3
* xyz 2 1
C 0.16025 -0.70285 0.21798
C -0.94955 -1.16467 -0.18084
H -1.27295 -1.99619 0.55028
Sn 2.01071 0.05194 0.03215
C -1.36182 0.23227 -0.54082
C -1.45383 1.26761 0.32039
H -1.72862 2.26130 -0.03886
H -1.60149 0.37991 -1.59724
H -1.16301 1.18267 1.36745
*
```

Calculated values
- gap between HOMO and LUMO (eV) = 8.70
- total energy (eV) = -10018.97974


ORCA calculation (the ωB97M-V functional and the def2-TZVPD basis) on C2H6Br2Si2 in the gas phase at a distorted geometry.

ORCA input file:
```
! wB97M-V def2-TZVPD RIJCOSX def2/J DEFGRID3
* xyz 0 1
C 1.55774 1.19198 -0.72577
C -0.36508 -1.12161 0.03021
Si 0.98797 0.14887 0.69490
Si -1.94933 -0.32493 -0.53806
Br -2.30741 1.88841 0.18197
Br -3.89734 -1.31700 0.20054
H 1.17079 2.12219 -1.07018
H 2.32732 0.78159 -1.33481
H 0.23794 -1.45434 -0.78057
H -0.67123 -1.94901 0.77756
H 1.78909 -1.08096 0.73058
H 1.11954 1.11481 1.83363
*
```

Calculated values
- gap between HOMO and LUMO (alpha / beta) (eV) = 7.82 / 7.09
- ΔE to the lowest compared entry with this formula, charge and spin (kJ/mol) = 9.1
- total energy (eV) = -158010.14938


ORCA calculation (the ωB97M-V functional and the def2-TZVPD basis) on a molecular structure, C2H10NO at a distorted geometry.

ORCA input file:
```
! wB97M-V def2-TZVPD RIJCOSX def2/J DEFGRID3
* xyz 1 1
C -0.18815 1.07695 -1.13852
C 0.07041 -0.90049 -0.98624
N 1.26249 -1.21950 -1.48034
H 0.44163 1.88269 -1.16227
H -0.60004 1.02775 -2.18394
H -1.11508 1.42930 -0.59481
H 0.05872 -1.73186 0.22774
H -0.94597 -1.38415 -1.29900
H -3.94059 2.36627 4.27598
H -5.60331 1.12901 4.34420
H 1.18661 -2.22617 -1.86132
H 3.74948 -0.24142 1.02907
H 2.65651 -1.03416 0.36855
O 2.96730 -0.17425 0.46091
*
```

Calculated values
- gap between HOMO and LUMO (eV) = 2.85
- ΔE to the lowest compared entry with this formula, charge and spin (kJ/mol) = 1456.3
- total energy (eV) = -5752.58850


ORCA calculation (the ωB97M-V functional and the def2-TZVPD basis) on a molecular structure, CH6N4OS2 at a distorted geometry.

ORCA input file:
```
! wB97M-V def2-TZVPD RIJCOSX def2/J DEFGRID3
* xyz 0 1
C -1.09883 0.37595 -1.70450
N 0.98793 -0.60216 3.00410
N -0.72735 1.66747 -1.60585
N 1.16842 -1.38451 0.57265
N -0.66388 -0.51811 -0.79737
O 0.55107 1.18892 0.71657
S -2.08892 -0.23864 -3.03425
S 0.00509 -0.19991 0.89714
H 0.79340 0.03983 3.80080
H -0.06837 1.71451 -0.79042
H -1.13913 2.36892 -2.21034
H 2.03794 -0.97062 0.54609
H 1.25731 -2.01018 1.45386
H -1.01467 -1.43148 -0.84846
*
```

Calculated values
- gap between HOMO and LUMO (alpha / beta) (eV) = 4.60 / 4.62
- ΔE to the lowest compared entry with this formula, charge and spin (kJ/mol) = 490.5
- total energy (eV) = -30805.97883


ORCA calculation (the ωB97M-V functional and the def2-TZVPD basis) on C2H9N3Si in the gas phase at a distorted geometry.

ORCA input file:
```
! wB97M-V def2-TZVPD RIJCOSX def2/J DEFGRID3
* xyz 0 1
C -0.41998 -1.50042 1.85164
C -0.79161 -0.45576 1.04933
Si 0.37288 0.24073 -0.23879
N 1.55301 -0.88718 -0.77817
N -0.89732 0.47966 -2.04698
N 1.04647 1.80435 0.29965
H -1.22440 -1.77075 2.51243
H 0.61692 -1.69239 1.91855
H -1.76527 -0.32945 1.07273
H 1.74825 -0.88575 -1.77185
H 2.17548 -1.36325 -0.19448
H -1.81875 0.34346 -1.68971
H -0.65920 -0.23589 -2.81310
H 1.02048 2.45555 -0.51437
H 0.55432 2.32449 0.97474
*
```

Calculated values
- SMILES string = C=C[Si](N)(N)N
- gap between HOMO and LUMO (eV) = 9.61
- ΔE to the lowest compared entry with this formula, charge and spin (kJ/mol) = 0.0
- total energy (eV) = -14567.91397


Question: What is the formula in the fifth record?
Answer: CH6N4OS2